This record from the Open Molecules 2025 dataset describes 2 unconnected molecules or ions with the total composition C3H8S2. The level of theory is wB97M-V/def2-TZVPD.

Positions of all 13 atoms, in Å:
C  2.11412  -0.80996  0.63852
C  2.34315  -1.36713  -0.55101
H  2.96025  -0.46076  1.21869
H  1.19279  -0.87404  1.20408
H  3.36393  -1.27795  -0.89758
H  1.55851  -1.74266  -1.18992
C  -1.17648  1.49842  0.31999
S  -1.44930  0.06484  -0.80642
S  -3.50238  0.33331  -1.11019
H  -0.15124  1.84309  0.36685
H  -1.65865  1.23048  1.25963
H  -1.79431  2.32503  -0.03609
H  -3.80038  -0.76268  -0.41656

The SMILES is C=C.CSS. As for the multiplicity: 1. Its energy relative to the best compared isomer or geometry (same formula, charge and spin) is 32.6 kcal/mol. The calculation puts the highest occupied orbital energy at -8.855 eV. The electronic energy comes out at -24909.9816 eV.